Record 1
DFT (the ωB97M-V functional and the def2-TZVPD basis) results for the molecule C21H28N2O.

```
! wB97M-V def2-TZVPD RIJCOSX def2/J DEFGRID3
* xyz 0 1
C -1.7051 -2.0849 -2.4466
H -0.9208 -2.1165 -3.1982
H -2.3783 -1.2631 -2.6772
H -2.2723 -3.0111 -2.4974
C -1.0891 -1.9068 -1.0578
N -2.0935 -1.8851 -0.0147
C -2.7394 -0.7869 0.4492
O -3.5856 -0.8710 1.3213
C -2.3344 0.5623 -0.1285
C -3.4844 1.5653 -0.0386
C -2.9990 2.9275 -0.5218
C -1.7548 3.3635 0.2484
N -0.7175 2.3608 0.1059
C -1.1555 1.1066 0.6860
H -0.3185 0.4036 0.6709
H -1.4731 1.2297 1.7373
C 0.5689 2.7812 0.6300
C 1.6443 1.8174 0.2066
C 2.6032 1.3715 1.0759
C 3.6020 0.4651 0.6623
C 4.6021 0.0001 1.5412
C 5.5542 -0.8821 1.1128
C 5.5496 -1.3417 -0.2133
C 4.5923 -0.9110 -1.0889
C 3.5980 0.0001 -0.6785
C 2.5964 0.4704 -1.5550
C 1.6525 1.3572 -1.1265
H 0.8831 1.7182 -1.7921
H 2.5943 0.1167 -2.5767
H 4.5849 -1.2610 -2.1117
H 6.3100 -2.0384 -0.5352
H 6.3181 -1.2321 1.7918
H 4.6024 0.3564 2.5617
H 2.6084 1.7119 2.1026
H 0.7921 3.7679 0.2081
H 0.5617 2.8798 1.7308
H -1.3819 4.3080 -0.1578
H -2.0159 3.5262 1.3105
H -3.7837 3.6753 -0.3972
H -2.7486 2.8673 -1.5830
H -3.8218 1.6239 0.9973
H -4.3269 1.2244 -0.6433
H -2.0285 0.4754 -1.1716
C -2.4533 -3.1726 0.5571
C -1.5270 -3.5577 1.7069
H -1.8160 -4.5251 2.1086
H -1.5991 -2.8152 2.4970
H -0.4922 -3.6133 1.3744
H -3.4762 -3.0884 0.9301
H -2.4210 -3.9288 -0.2311
H -0.4883 -0.9970 -1.0301
H -0.4169 -2.7443 -0.8517
*
```

As for the lowest unoccupied orbital energy: 0.6 eV. The HOMO energy comes out at -8.311 eV. Its energy above the lowest of the compared OMol25 structures with the same formula, charge and spin is 2.40 kcal/mol. As for the structure (SMILES): CCN(CC)C(=O)[C@H]1CCCN(Cc2ccc3ccccc3c2)C1. Its frontier orbital gap is 8.94 eV.

For reference, the Löwdin charges in units of e are:
1. C -0.063
2. H 0.073
3. H 0.070
4. H 0.070
5. C -0.209
6. N -0.068
7. C -0.429
8. O 0.063
9. C -0.212
10. C -0.154
11. C -0.172
12. C -0.198
13. N -0.172
14. C -0.136
15. H 0.121
16. H 0.147
17. C -0.154
18. C -0.219
19. C 0.017
20. C -0.161
21. C -0.037
22. C -0.085
23. C -0.086
24. C -0.039
25. C -0.171
26. C -0.024
27. C -0.037
28. H 0.115
29. H 0.111
30. H 0.110
31. H 0.101
32. H 0.101
33. H 0.111
34. H 0.119
35. H 0.131
36. H 0.129
37. H 0.119
38. H 0.129
39. H 0.111
40. H 0.114
41. H 0.120
42. H 0.122
43. H 0.133
44. C -0.207
45. C -0.068
46. H 0.072
47. H 0.076
48. H 0.066
49. H 0.117
50. H 0.116
51. H 0.099
52. H 0.120



Record 2
DFT (the ωB97M-V functional and the def2-TZVPD basis) results for the molecule C21H28N2O3S.

```
! wB97M-V def2-TZVPD RIJCOSX def2/J DEFGRID3
* xyz 0 1
C 0.3645 -4.6456 1.2169
H 1.2231 -5.0637 1.7508
H -0.1247 -3.8921 1.8409
H -0.3419 -5.4430 0.9925
O 0.7429 -4.1130 -0.0321
C 1.6178 -3.0814 -0.0650
C 2.1931 -2.4878 1.0571
C 3.0712 -1.4287 0.8990
C 3.3758 -0.9663 -0.3630
C 2.8211 -1.5528 -1.4876
C 1.9458 -2.6063 -1.3413
H 1.4964 -3.0874 -2.1955
H 3.0918 -1.1749 -2.4602
S 4.4196 0.4629 -0.5634
O 5.2856 0.2723 -1.6903
O 4.9853 0.8067 0.7110
N 3.2977 1.6104 -1.0257
H 3.5316 2.0288 -1.9095
C 2.7257 2.4925 -0.0336
H 3.0971 2.1505 0.9356
C 1.1939 2.4498 -0.0570
C 0.5947 3.4911 0.8894
C -0.9285 3.3768 0.8890
C -1.3477 1.9436 1.2396
N -0.7565 0.9348 0.3811
C -1.3764 0.8306 -0.9325
C -2.7882 0.3183 -0.8143
C -3.8537 1.1355 -1.1651
C -5.1609 0.6939 -1.0588
C -5.4121 -0.5831 -0.5921
C -4.3556 -1.4040 -0.2387
C -3.0403 -0.9727 -0.3422
C -1.9141 -1.8830 0.0382
H -2.2940 -2.7769 0.5267
H -1.2252 -1.3642 0.7010
H -1.3563 -2.1882 -0.8474
H -4.5564 -2.4023 0.1247
H -6.4276 -0.9400 -0.5028
H -5.9766 1.3448 -1.3368
H -3.6573 2.1349 -1.5291
H -0.7810 0.1197 -1.5140
H -1.3855 1.7866 -1.4796
C 0.6853 1.0582 0.3517
H 1.0871 0.3048 -0.3278
H 1.0528 0.8354 1.3603
H -2.4338 1.8408 1.1911
H -1.0295 1.7213 2.2640
H -1.3152 3.6426 -0.0968
H -1.3608 4.0681 1.6138
H 0.8988 4.4967 0.5890
H 0.9727 3.3137 1.8993
H 0.8631 2.6597 -1.0799
H 3.0686 3.5230 -0.1808
H 3.5318 -0.9524 1.7498
H 1.9649 -2.8391 2.0503
*
```

As for the lowest unoccupied orbital energy: 0.6 eV. The HOMO energy comes out at -8.300 eV. Its energy above the lowest of the compared OMol25 structures with the same formula, charge and spin is 50.85 kcal/mol. As for the structure (SMILES): COc1ccc(S(=O)(=O)NC[C@@H]2CCCN(Cc3ccccc3C)C2)cc1. Its frontier orbital gap is 8.94 eV.

For reference, the Löwdin charges in units of e are:
1. C -0.081
2. H 0.098
3. H 0.091
4. H 0.097
5. O -0.084
6. C -0.277
7. C 0.000
8. C -0.059
9. C -0.308
10. C -0.058
11. C 0.012
12. H 0.123
13. H 0.119
14. S 0.653
15. O -0.290
16. O -0.292
17. N -0.123
18. H 0.112
19. C -0.204
20. H 0.116
21. C -0.294
22. C -0.167
23. C -0.168
24. C -0.175
25. N -0.165
26. C -0.142
27. C -0.182
28. C -0.048
29. C -0.090
30. C -0.089
31. C -0.046
32. C -0.216
33. C -0.039
34. H 0.075
35. H 0.075
36. H 0.087
37. H 0.107
38. H 0.100
39. H 0.099
40. H 0.109
41. H 0.129
42. H 0.116
43. C -0.154
44. H 0.106
45. H 0.135
46. H 0.118
47. H 0.125
48. H 0.106
49. H 0.111
50. H 0.115
51. H 0.123
52. H 0.144
53. H 0.130
54. H 0.117
55. H 0.108